A molecular structure, C36H57GeN8OTi, computed with wB97M-V/def2-TZVPD.

XYZ file:
```
104
Properties=species:S:1:pos:R:3:forces:R:3:mulliken_charge:R:1
Ti 0.091 -0.537 -0.157 -0.3825 0.0996 0.4371 -1.492
C 0.894 -3.012 2.577 -0.0503 0.0051 0.0160 -0.949
C 1.403 -1.780 3.269 0.0247 -0.0237 0.0322 1.273
C 1.535 -1.754 4.651 0.0015 -0.0077 0.0200 -1.115
C 2.022 -0.628 5.300 0.0297 -0.0346 0.0043 -1.155
C 2.378 0.488 4.566 -0.0028 -0.0003 -0.0124 -0.846
C 2.268 0.497 3.177 0.0237 0.0026 0.0223 1.124
C 2.709 1.708 2.400 0.0437 -0.0066 -0.0080 -1.537
C 1.782 -0.648 2.545 -0.0089 0.0212 -0.0642 -0.989
N 1.723 -0.655 1.104 0.3032 0.0058 -0.0481 2.056
C 2.875 -0.892 0.464 0.0430 -0.0498 -0.0676 0.575
C 4.134 -1.344 1.138 -0.0063 0.0782 0.0335 -1.940
C 2.857 -0.649 -0.942 0.0380 -0.0333 0.0428 0.733
C 4.112 -0.763 -1.750 -0.0105 0.0541 -0.0099 -2.268
N 1.684 -0.261 -1.436 0.2682 -0.0013 -0.0787 1.658
C 1.672 0.324 -2.754 -0.0612 -0.0171 0.0537 -1.410
C 2.172 1.619 -2.922 -0.0031 -0.0096 -0.0123 1.769
C 2.741 2.442 -1.796 0.0160 0.0083 -0.0124 -2.043
C 2.161 2.168 -4.203 0.0174 -0.0226 -0.0029 -0.795
C 1.683 1.454 -5.285 -0.0089 -0.0127 -0.0025 -0.996
C 1.200 0.168 -5.098 0.0322 0.0014 -0.0044 -0.271
C 1.182 -0.412 -3.836 0.0222 -0.0035 -0.0378 0.245
C 0.661 -1.812 -3.665 -0.0374 0.0008 -0.0122 -0.894
H 0.693 -3.801 3.299 0.0025 -0.0049 0.0079 0.667
H 1.621 -3.398 1.857 0.0077 0.0165 0.0154 0.170
H -0.031 -2.804 2.032 0.0258 -0.0123 0.0306 -0.103
H 1.262 -2.632 5.224 -0.0019 0.0000 0.0049 0.496
H 2.126 -0.627 6.377 -0.0045 0.0027 0.0031 0.436
H 2.756 1.370 5.068 0.0030 -0.0005 0.0031 0.538
H 2.583 2.609 3.000 0.0254 -0.0066 0.0016 0.594
H 2.139 1.829 1.480 0.0125 -0.0031 -0.0172 -0.280
H 3.767 1.642 2.133 -0.0064 -0.0212 -0.0206 0.354
H 3.963 -1.622 2.173 -0.0036 -0.0058 0.0032 0.410
H 4.889 -0.553 1.121 -0.0061 0.0028 0.0022 0.359
H 4.566 -2.195 0.611 0.0027 0.0013 -0.0010 0.516
H 4.593 -1.727 -1.576 -0.0014 0.0006 0.0028 0.568
H 4.834 0.004 -1.457 -0.0055 0.0105 -0.0060 0.340
H 3.917 -0.657 -2.814 -0.0132 -0.0013 -0.0071 0.477
H 2.629 1.967 -0.824 -0.0073 -0.0213 0.0507 -0.048
H 2.252 3.417 -1.754 0.0011 0.0018 -0.0111 0.467
H 3.804 2.629 -1.958 0.0015 -0.0126 0.0028 0.429
H 2.546 3.171 -4.345 0.0041 0.0028 0.0068 0.509
H 1.693 1.892 -6.273 -0.0022 0.0006 -0.0011 0.437
H 0.836 -0.401 -5.945 -0.0006 -0.0029 -0.0042 0.451
H 0.405 -2.240 -4.633 0.0079 0.0033 -0.0119 0.577
H -0.240 -1.824 -3.045 0.0265 0.0204 -0.0487 -0.244
H 1.401 -2.462 -3.193 -0.0004 0.0126 0.0019 0.190
O -0.775 -0.103 1.683 -0.1137 -0.3630 -0.3401 2.140
C -2.161 -0.013 2.080 0.0691 -0.0262 0.0261 -0.716
C -2.283 -0.088 3.594 -0.0798 0.0066 0.0545 -1.053
C -1.212 0.694 4.371 -0.0137 -0.0857 0.0099 -0.101
C -0.970 2.099 3.895 0.1074 0.0120 0.0283 0.562
C -1.244 3.219 4.664 -0.0298 -0.0084 -0.0076 -0.963
C -0.942 4.475 4.163 -0.0079 -0.0049 0.0135 -0.487
C -0.374 4.582 2.903 0.0128 -0.0297 -0.0267 -1.133
C -0.132 3.420 2.194 -0.0321 0.0662 -0.0262 -0.139
N -0.414 2.210 2.678 -0.1284 0.1007 0.1424 0.229
H -0.408 0.804 2.046 0.2197 0.2486 -0.0434 -0.125
H -2.696 -0.835 1.612 -0.0157 -0.0234 -0.0101 0.184
H -2.559 0.931 1.695 -0.0305 0.0078 -0.0127 0.324
H -2.225 -1.129 3.917 0.0032 -0.0073 -0.0176 0.429
H -3.283 0.268 3.853 0.0060 0.0097 0.0297 0.426
H -0.262 0.157 4.299 -0.1163 0.0460 0.0120 -0.776
H -1.485 0.701 5.426 -0.0028 0.0308 0.0038 0.777
H -1.683 3.102 5.646 -0.0028 0.0082 0.0007 0.546
H -1.146 5.361 4.750 0.0002 0.0017 0.0038 0.450
H -0.124 5.542 2.475 0.0014 0.0001 0.0027 0.494
H 0.306 3.453 1.203 0.0001 -0.0071 0.0033 0.442
C -4.600 -1.431 -1.273 0.0010 -0.0198 0.0338 -0.933
N -3.650 -2.521 -1.483 0.0139 -0.0149 -0.0285 0.171
C -4.119 -3.718 -2.185 -0.0187 0.0034 0.0373 -1.198
C -2.371 -2.375 -1.107 -0.0138 -0.0018 0.0005 -0.150
N -1.841 -1.252 -0.706 -0.0904 0.0462 -0.0999 1.040
N -1.611 -3.529 -1.155 -0.0011 0.0159 0.0036 -0.035
C -0.261 -3.621 -0.917 0.0054 0.0486 -0.0005 0.108
N 0.250 -4.859 -1.049 0.0100 -0.0061 0.0011 -0.389
N 0.432 -2.582 -0.592 -0.0186 -0.2196 -0.0200 0.937
H -5.604 -1.845 -1.277 -0.0019 0.0025 -0.0192 0.494
H -4.526 -0.669 -2.051 0.0141 0.0054 -0.0074 0.309
H -4.441 -0.973 -0.297 -0.0043 -0.0010 -0.0027 0.246
H -5.081 -3.494 -2.635 0.0073 0.0029 -0.0122 0.402
H -4.263 -4.562 -1.505 0.0048 0.0023 0.0008 0.352
H -3.439 -3.991 -2.992 -0.0020 -0.0043 -0.0038 0.418
H -2.497 -0.487 -0.821 0.0272 0.0156 0.0228 -1.168
H -2.106 -4.390 -1.316 -0.0021 0.0033 0.0035 0.315
H -0.288 -5.634 -1.395 -0.0039 0.0030 -0.0038 0.185
H 1.229 -5.020 -0.886 -0.0006 -0.0037 0.0041 0.211
H 1.422 -2.797 -0.501 -0.0172 -0.0157 -0.0003 -0.075
C -1.213 3.458 -3.083 0.0075 0.0154 0.0052 -1.161
Ge -1.849 1.821 -2.245 0.0350 -0.0393 -0.0040 0.493
C -2.173 0.484 -3.644 -0.0295 0.0117 -0.0324 -0.836
C -3.533 2.149 -1.287 -0.0106 0.0031 0.0061 -1.228
C -0.550 1.316 -0.840 0.0289 0.0993 -0.1203 0.147
H -1.942 3.846 -3.794 -0.0099 -0.0048 0.0012 0.455
H -0.282 3.262 -3.616 -0.0314 0.0038 0.0146 0.258
H -1.029 4.223 -2.328 -0.0039 0.0142 -0.0038 0.347
H -2.997 0.844 -4.264 -0.0067 -0.0036 0.0023 0.545
H -2.446 -0.500 -3.264 0.0066 -0.0213 0.0161 0.125
H -1.300 0.373 -4.285 -0.0263 0.0234 0.0385 0.168
H -4.343 2.384 -1.978 0.0020 -0.0023 -0.0056 0.374
H -3.410 2.998 -0.612 0.0040 0.0025 -0.0074 0.371
H -3.851 1.298 -0.679 0.0040 0.0121 0.0108 0.246
H -0.958 1.763 0.075 -0.0683 -0.0071 -0.0132 0.070
H 0.364 1.870 -1.068 -0.0156 0.0098 0.0398 -0.168
```
Forces are in eV/Å.

multiplicity: 2
charge: +2
E_HOMO (alpha / beta): -12.16 / -13.48 eV
HOMO-LUMO gap (alpha / beta): 7.0 / 7.5 eV
E_tot: -4845.3340 a.u.

---

A molecular structure, C3H6N2S at a distorted geometry, computed with wB97M-V/def2-TZVPD.

XYZ file:
```
12
Properties=species:S:1:pos:R:3:forces:R:3:mulliken_charge:R:1
C -0.047 2.754 0.357 1.5279 -1.4501 -0.9065 0.061
C -0.001 0.745 0.185 -1.3100 -2.5939 -1.5637 0.516
C -0.643 -0.747 -0.145 0.2411 1.8059 4.1818 -0.335
N -0.865 1.842 0.253 -2.6370 -0.5771 0.5705 -0.237
N 0.353 -1.867 -0.133 1.1936 1.0305 2.0099 -0.343
S 1.480 1.402 0.205 1.6847 0.1689 0.5105 0.023
H 0.095 3.761 0.102 -0.1527 1.7807 0.2503 0.415
H -1.188 -0.702 -1.084 -0.2965 -0.0250 0.1351 0.396
H -1.237 -0.925 0.846 0.1269 0.4213 -2.2498 0.376
H 0.887 -2.039 0.828 -1.9045 -0.2824 -2.1434 0.427
H 1.075 -1.564 -0.709 2.4484 0.9415 -1.4859 0.335
H 0.091 -2.659 -0.704 -0.9219 -1.2203 0.6911 0.365
```
Forces are in eV/Å.

charge: +2
E_HOMO: -20.07 eV
HOMO-LUMO gap: 8.4 eV
E_tot: -624.7545 a.u.

---

4 unconnected molecules or ions with the total composition C34H68BClIN3O10PS3 at a distorted geometry, computed with wB97M-V/def2-TZVPD.

XYZ file:
```
122
Properties=species:S:1:pos:R:3:forces:R:3:mulliken_charge:R:1
C -0.151 -2.269 4.543 -1.9180 4.1546 -9.2596 -1.327
C -0.416 -1.772 3.232 1.0834 -2.7710 9.5177 -0.460
C -0.813 -1.032 1.830 0.7812 1.3545 2.6858 0.529
N -0.515 -2.036 0.725 0.1967 2.1067 -1.3209 2.433
N 0.467 -2.846 1.255 2.9469 -2.1068 0.0042 -0.696
C -1.707 -2.706 0.115 -1.8414 -2.8561 -1.2584 -1.071
O -1.190 -3.546 -1.018 0.5838 2.1273 1.4572 -0.518
C -2.318 -3.857 1.164 0.4308 -0.8124 -0.2277 -0.759
C -3.491 -4.801 0.450 0.7587 -0.1955 0.3565 -0.328
C -2.893 -6.165 -0.251 0.0998 0.4613 -1.6869 -0.703
I -4.717 -5.528 2.170 0.4190 0.4836 -0.7011 0.079
C -2.899 -1.639 -0.395 -1.0092 -0.6114 1.0926 -0.015
C -3.383 -1.892 -1.918 -0.2779 -1.0724 -1.4018 -1.169
C -4.213 -0.739 -2.709 0.8818 -0.2917 -1.9618 -0.248
C -4.087 -1.130 -4.337 -0.8971 -0.0275 0.4916 -0.545
C -4.871 -2.562 -4.598 1.0319 0.1863 0.1074 -0.799
C -2.664 -0.101 0.127 0.7986 -1.4229 -0.0203 1.080
C -1.535 0.771 -0.669 0.8670 1.3140 -0.9459 -0.235
C -0.931 0.205 -2.073 1.3007 -0.1308 -0.7250 0.741
C 0.605 0.799 -2.376 0.3622 -1.3833 -0.6767 -0.697
C 1.525 -0.467 -2.969 0.8853 0.1560 0.1967 -0.689
C 2.254 -1.336 -1.759 0.7002 -0.8547 -0.0995 0.778
C 3.846 -1.695 -2.109 0.3592 -0.0239 -0.2611 -0.906
P -4.338 0.901 0.329 0.0685 2.3307 -0.0029 0.155
O -4.510 2.076 -0.988 -1.4940 -2.6135 0.9662 -0.233
Cl -6.053 -0.329 0.157 0.7517 -0.0043 -0.5232 -0.251
C -2.239 -0.258 1.751 -0.3850 0.6410 0.2810 0.098
C -3.446 -0.803 2.706 -1.2804 -1.5094 1.5134 -1.294
N -4.097 0.298 3.579 -0.3697 -1.2822 0.5829 -0.254
C -4.049 -0.121 5.059 0.1213 0.1571 1.0012 -0.806
B -1.896 1.219 2.478 0.2407 1.9160 2.3802 0.724
O -2.079 2.556 1.908 2.4967 -2.2499 -0.7384 -0.524
O -1.231 1.250 3.834 0.4957 -0.0258 -3.7228 -0.604
H 0.105 -2.536 5.668 -0.7015 0.6246 -3.1227 0.381
H 0.025 -0.190 1.689 -1.6633 -2.0161 0.3394 0.495
H -0.038 -1.487 -0.053 -1.0926 -0.3506 0.6404 -0.707
H 1.420 -2.416 1.122 -1.2759 -0.5690 0.0771 0.038
H 0.471 -3.821 0.918 -0.2923 0.9076 -0.1881 0.313
H -0.462 -3.057 -1.505 -1.2928 -0.6411 0.6026 0.376
H -2.695 -3.412 2.174 0.6377 -0.4710 -2.1244 0.365
H -1.467 -4.640 1.461 -1.7454 1.8964 -0.7075 0.378
H -4.242 -4.196 -0.210 1.5918 -1.2835 1.1997 0.294
H -1.793 -6.442 0.106 -2.5976 0.5999 -0.4310 0.217
H -2.785 -5.922 -1.413 -0.1382 -0.5038 2.4108 0.195
H -3.633 -7.091 -0.196 1.6772 2.1309 0.1757 0.351
H -3.828 -2.045 0.243 2.0804 1.1414 -1.2507 0.957
H -2.512 -2.166 -2.692 -1.6816 0.6043 2.1253 0.316
H -4.077 -2.865 -1.924 1.6110 2.0875 0.1696 0.221
H -5.367 -0.709 -2.531 2.3689 0.1283 0.1658 0.240
H -3.662 0.287 -2.630 -1.4381 -1.7383 0.2460 0.011
H -4.596 -0.257 -4.958 1.0687 -1.8805 1.2634 0.374
H -2.962 -1.209 -4.657 -2.1045 0.1379 0.6086 0.240
H -4.952 -2.771 -5.750 -0.0029 0.3507 2.3525 0.351
H -5.921 -2.558 -4.077 1.9631 0.0248 -1.1451 0.249
H -4.212 -3.421 -4.107 -1.5183 1.6940 -1.1412 0.151
H -0.531 0.981 -0.054 -2.3373 -0.6352 -0.7673 -0.071
H -1.932 1.872 -0.910 0.6754 -2.4285 0.6439 -0.417
H -0.771 -0.979 -2.086 -0.6323 2.4731 0.2072 -0.792
H -1.541 0.485 -3.040 0.8695 -0.7236 2.1644 0.509
H 1.159 1.154 -1.410 -1.1697 -0.4238 -1.7178 0.231
H 0.603 1.639 -3.191 -0.1670 -1.4699 1.7856 0.454
H 2.412 -0.063 -3.652 -1.9917 -0.7019 1.5090 0.394
H 0.905 -1.195 -3.647 0.9890 1.4989 1.2825 0.253
H 1.741 -2.396 -1.581 0.7884 2.0509 -0.4322 -0.138
H 2.244 -0.796 -0.719 0.0040 -0.6763 -1.9099 -0.203
H 4.450 -0.719 -2.409 -1.4132 -1.9843 0.6619 0.267
H 4.409 -2.174 -1.196 -1.4114 1.0073 -1.8608 0.037
H 3.945 -2.471 -3.004 -0.4619 1.7529 1.8302 0.324
H -5.486 1.999 -1.257 1.9279 0.2339 0.3434 0.328
H -4.358 -1.300 2.176 2.0161 0.6931 0.3373 0.339
H -3.116 -1.609 3.524 -0.0779 1.5494 -2.1934 0.442
H -5.140 0.308 3.370 1.9270 0.2338 -0.0513 0.375
H -4.700 -1.098 5.265 1.4080 1.9648 -0.4319 0.297
H -2.936 -0.316 5.380 -2.1965 0.3709 -0.7400 0.258
H -4.461 0.753 5.760 0.8381 -1.8975 -1.7523 0.297
H -1.180 2.793 1.483 -2.1514 -0.1814 0.8838 0.287
H -0.386 1.788 3.714 -1.8125 -0.7039 0.5645 0.279
C -4.595 7.315 -0.932 -0.2651 0.0858 0.0582 -0.722
C -4.389 5.840 -0.589 -0.0508 -0.0752 0.3592 -0.497
C -3.965 5.126 -1.871 -0.2095 -0.5582 0.3080 0.209
S -3.137 6.350 -2.875 0.2367 0.1760 -0.2403 1.144
O -3.928 6.581 -4.065 0.4832 -0.1770 0.2785 -0.660
O -1.722 6.043 -2.931 -0.4329 0.0088 -0.2930 -0.680
C -3.384 7.718 -1.759 -0.0843 0.4688 0.3056 -0.709
H -4.691 7.931 -0.033 0.0017 -0.0720 -0.1567 0.354
H -5.510 7.433 -1.524 0.1332 0.0427 0.0679 0.320
H -3.598 5.747 0.164 -0.1174 0.0041 -0.0950 0.229
H -5.296 5.392 -0.169 0.1776 0.0357 -0.0507 0.310
H -3.278 4.301 -1.664 -0.1234 0.1585 -0.2384 -0.402
H -4.830 4.758 -2.430 0.2060 0.1036 -0.0466 0.328
H -3.537 8.639 -2.325 0.1303 -0.1881 -0.0790 0.420
H -2.490 7.805 -1.134 -0.0700 -0.0380 -0.1528 0.342
C 6.749 -1.323 3.016 0.0537 0.1724 0.1408 -0.407
C 6.147 -2.415 3.899 0.2536 -0.0638 0.3058 -0.797
C 4.834 -2.855 3.253 -0.2708 -0.2004 0.6460 -0.676
S 5.014 -2.557 1.501 1.0022 -0.6028 0.1042 1.275
O 4.079 -1.524 1.111 -0.5457 -0.1355 -0.0879 -0.527
O 5.101 -3.827 0.808 -0.5901 0.5861 -0.0413 -0.764
C 6.643 -1.840 1.589 0.3860 0.3439 -0.0272 0.151
H 7.786 -1.105 3.289 -0.1672 -0.0062 -0.1051 0.399
H 6.169 -0.398 3.125 0.0800 -0.0597 -0.0324 0.199
H 6.838 -3.266 3.947 -0.1109 0.1395 -0.0178 0.319
H 5.986 -2.065 4.923 0.0060 -0.1059 -0.1608 0.363
H 4.638 -3.916 3.423 -0.1019 0.1824 -0.1966 0.414
H 3.992 -2.258 3.614 0.0615 -0.0654 -0.1563 0.279
H 6.747 -1.055 0.839 -0.1348 -0.3207 -0.0640 -0.606
H 7.370 -2.637 1.404 -0.1810 0.0771 -0.0553 0.374
C 7.175 3.678 -1.050 -0.1981 0.1530 -0.1355 -0.563
C 6.880 3.634 0.448 0.0324 0.3739 0.1568 -0.765
C 6.715 2.167 0.841 -0.4314 0.2178 0.5491 -0.337
S 7.702 1.227 -0.314 0.6225 0.1834 -0.0954 1.043
O 6.818 0.412 -1.120 0.2428 -0.1342 0.3106 -0.558
O 8.849 0.675 0.379 -0.6096 -0.2534 -0.2720 -0.696
C 8.237 2.617 -1.293 0.1448 0.3871 -0.3534 -0.748
H 7.515 4.668 -1.368 -0.0580 -0.1734 0.0241 0.361
H 6.266 3.435 -1.613 0.1418 0.0366 0.0163 0.274
H 7.722 4.071 0.999 -0.1287 -0.0708 -0.0863 0.307
H 5.987 4.214 0.702 0.1575 -0.1015 -0.0062 0.336
H 7.069 1.980 1.858 -0.0308 -0.1654 -0.2112 0.315
H 5.676 1.841 0.742 0.1753 -0.0898 -0.0575 0.256
H 8.322 2.325 -2.341 0.0348 -0.1529 0.1840 0.403
H 9.211 2.940 -0.912 -0.1148 -0.1479 -0.0243 0.349
```
Forces are in eV/Å.

charge: +1
E_HOMO: -11.14 eV
HOMO-LUMO gap: 8.5 eV
E_tot: -4570.9195 a.u.